A cluster of 6 separate species, C23H50BrN3O15P in total. Source: the Open Molecules 2025 dataset; level of theory: wB97M-V/def2-TZVPD.

Structure (XYZ):
```
93
Properties=species:S:1:pos:R:3
C -0.54980 -3.95303 -1.61760
C 0.00768 -2.52376 -1.60847
P -0.21630 -1.83688 0.07603
C -1.56519 -0.61548 -0.16685
N 1.14428 -0.62847 0.12987
C 2.37997 -0.93480 0.36968
N 3.39960 -0.01508 0.38159
N 2.64919 -2.30932 0.54232
Br 3.20518 -2.48779 2.34880
C 3.68683 -2.81251 -0.40633
C 3.43998 -4.29054 -0.76662
C 3.18616 -4.45892 -2.27422
C 4.60356 -5.18623 -0.30470
H 0.09480 -4.63295 -1.05910
H -0.63833 -4.31177 -2.64171
H -1.53930 -3.99960 -1.15847
H 1.05674 -2.51187 -1.90634
H -0.55245 -1.92520 -2.33008
H -2.21637 -0.90425 -0.99026
H -2.12060 -0.50116 0.76188
H -1.16345 0.37303 -0.40747
H 0.93806 0.35769 -0.00268
H 3.14532 0.87579 -0.03240
H 3.81266 0.14791 1.29516
H 4.67572 -2.66862 0.03092
H 3.63376 -2.16667 -1.28689
H 2.53497 -4.59102 -0.23445
H 2.13059 -4.36442 -2.53388
H 3.49730 -5.45010 -2.60394
H 3.75098 -3.73129 -2.86105
H 5.28449 -5.40289 -1.12857
H 4.23351 -6.14359 0.06179
H 5.18475 -4.73318 0.49937
C -1.98854 0.67521 5.27147
O -2.72496 1.88099 5.49706
C -3.06190 2.56372 4.40817
O -2.80295 2.24767 3.26948
O -3.72576 3.64849 4.78380
C -4.18141 4.48880 3.71366
H -1.81253 0.26279 6.26063
H -2.57068 -0.01908 4.66813
H -1.04417 0.89576 4.77573
H -4.87529 3.94477 3.07599
H -3.33836 4.84530 3.12521
H -4.68647 5.31853 4.19637
C 1.49940 -0.47783 -4.47001
O 1.14397 -0.37587 -5.84490
C 0.07891 -1.11890 -6.17003
O -0.54188 -1.80951 -5.39805
O -0.16725 -0.96384 -7.46000
C -1.29353 -1.70781 -7.95314
H 2.36899 0.15754 -4.32045
H 0.67125 -0.14265 -3.84452
H 1.74844 -1.51025 -4.22251
H -2.20223 -1.40053 -7.44024
H -1.13351 -2.77406 -7.80924
H -1.35248 -1.46974 -9.00956
C 7.34788 2.80397 -3.85026
O 6.99644 2.90145 -5.23302
C 5.95324 2.16313 -5.60087
O 5.30596 1.44676 -4.87371
O 5.74813 2.34547 -6.89912
C 4.64882 1.60940 -7.44813
H 8.20475 3.45758 -3.72413
H 6.52209 3.13600 -3.22319
H 7.61124 1.77908 -3.59495
H 3.71660 1.89749 -6.96575
H 4.80712 0.53946 -7.32729
H 4.62173 1.86801 -8.50139
C -7.67527 1.61601 -2.60565
O -7.23120 1.27066 -1.28591
C -6.01942 1.71784 -0.97605
O -5.29211 2.35530 -1.69617
O -5.73273 1.33667 0.27057
C -4.45825 1.78517 0.74165
H -8.66587 1.18325 -2.69736
H -7.71862 2.69698 -2.72062
H -7.00457 1.19816 -3.35371
H -4.41254 2.87247 0.75233
H -3.66357 1.40495 0.10071
H -4.34759 1.40105 1.74681
C -1.88400 0.94533 12.18758
O -1.99045 2.17981 11.46725
C -2.02361 2.04827 10.14511
O -1.96667 1.00689 9.53709
O -2.12550 3.25928 9.59989
C -2.19241 3.24056 8.16928
H -1.87010 1.22496 13.23586
H -2.73837 0.30603 11.97463
H -0.96613 0.42613 11.91897
H -3.07150 2.69697 7.83669
H -1.29853 2.77771 7.75515
H -2.25633 4.27920 7.85935
```

Values from the calculation:
Charge ... +1
Kohn-Sham gap ... 8.21 eV
Molar mass ... 719.5 g/mol
E_HOMO ... -12.18 eV
Lowest unoccupied orbital energy ... -3.971 eV

An isolated molecule of C16H24N4O3S at a distorted geometry. Source: the Open Molecules 2025 dataset; level of theory: wB97M-V/def2-TZVPD.

Structure (XYZ):
```
48
Properties=species:S:1:pos:R:3
N 0.69248 -1.85290 -4.36343
C 1.71962 -2.25433 -3.63604
O 2.36834 -3.13472 -4.29443
C 2.00874 -1.90610 -2.12280
C 2.68012 -3.01011 -1.29212
C 1.89698 -4.32684 -0.89718
S 0.04421 -3.96218 -0.65701
C 0.13780 -2.15843 -0.20037
C -1.23719 -1.60000 -0.18863
C -1.21455 -0.14999 -0.72886
C -2.45563 -0.05231 -1.58979
C -2.75554 1.44733 -1.67695
C -2.24892 1.98508 -0.35079
N -1.19285 0.95047 0.12786
C -0.53849 1.02105 1.37508
O 0.36613 0.25031 1.49500
C -0.51658 2.27434 2.37963
C 0.89679 2.84527 2.55184
C 0.78947 3.76994 3.77110
C 0.07677 2.80630 4.72439
N -0.73083 1.95853 3.83068
C 0.15205 -0.17345 -1.42874
O 0.60236 0.55217 -2.28790
N 0.84741 -1.40435 -1.26778
H 0.72913 -1.92152 -5.37246
H 0.13383 -1.13712 -3.92742
H 2.76047 -1.11544 -2.17032
H 3.56141 -3.30578 -1.73431
H 3.01103 -2.57996 -0.38621
H 2.27084 -4.70222 0.05322
H 2.15103 -5.19315 -1.63167
H 0.77263 -2.07646 0.76911
H -1.90690 -2.28975 -0.83513
H -1.64861 -1.68636 0.88270
H -3.34944 -0.43035 -1.01971
H -2.31802 -0.43625 -2.54895
H -2.26033 1.94770 -2.54282
H -3.80354 1.62623 -1.62921
H -3.03596 1.99628 0.40764
H -1.68918 2.98616 -0.63964
H -1.23637 3.01845 2.00620
H 1.21782 3.31464 1.61072
H 1.61637 2.09808 2.87357
H 0.19058 4.72808 3.64324
H 1.79388 4.00211 4.20399
H 0.84188 2.25427 5.21675
H -0.50685 3.33401 5.39523
H -1.68440 1.69326 4.10269
```

Values from the calculation:
SMILES ... NC(=O)[C@@H]1CCS[C@@H]2C[C@]3(CCCN3C(=O)[C@@H]3CCCN3)C(=O)N21
Energy above the lowest of the compared OMol25 structures with the same formula, charge and spin ... 4.515 eV
Kohn-Sham gap ... 9.13 eV
Molar mass ... 352.5 g/mol
E_HOMO ... -8.62 eV
Lowest unoccupied orbital energy ... 0.506 eV

An isolated molecule of C4H7N at a distorted geometry. Source: the Open Molecules 2025 dataset; level of theory: wB97M-V/def2-TZVPD.

Structure (XYZ):
```
12
Properties=species:S:1:pos:R:3
C -0.56396 -0.12613 -0.12303
C 1.37158 0.78407 0.28191
C 1.47677 -0.70972 -0.13806
C -2.00291 0.17269 -0.01383
N 0.11490 -1.10344 -0.53038
H 1.18971 1.41168 -0.64770
H 1.44466 1.13995 1.28685
H 2.18639 -0.76259 -0.94688
H 1.79176 -1.32392 0.60084
H -2.08748 0.98098 0.70631
H -2.46276 -0.69203 0.48928
H -2.45866 0.22847 -0.96531
```

Values from the calculation:
Energy above the lowest of the compared OMol25 structures with the same formula, charge and spin ... 1.414 eV
Spin multiplicity ... 3
Kohn-Sham gap (spin up / spin down) ... 7.30 / 9.90 eV
Molar mass ... 69.1 g/mol
E_HOMO (spin up / spin down) ... -6.14 / -10.63 eV
Lowest unoccupied orbital energy (spin up / spin down) ... 1.166 / -0.729 eV